1.
A structure of composition C22H49N2O2P3Zr. Source: OMol25; level of theory: ωB97M-V/def2-TZVPD.

Geometry as XYZ:
```
79
Properties=species:S:1:pos:R:3
Zr 0.09 -0.18 -0.12
P 0.52 -2.42 -1.04
P 2.77 0.05 0.49
P -2.54 0.61 -0.68
H 1.79 2.93 -0.74
C 0.78 3.24 -0.44
C 0.40 3.40 0.84
H 1.13 3.55 1.64
C 1.55 -2.48 -2.51
C 1.24 -3.63 0.08
C -1.03 -3.13 -1.63
C 3.62 1.53 1.19
C 3.39 -1.23 1.65
C 3.93 -0.23 -0.91
C -3.25 1.70 0.61
C -3.72 -0.78 -0.78
C -3.01 1.54 -2.19
H 0.07 3.34 -1.27
H -0.65 3.27 1.13
H 0.96 -2.27 -3.42
H 1.94 -3.51 -2.53
H 2.38 -1.76 -2.44
H 0.79 -4.59 -0.19
H 1.01 -3.36 1.12
H 2.32 -3.65 -0.07
H -0.75 -4.07 -2.11
H -1.50 -2.45 -2.36
H -1.70 -3.30 -0.77
H 4.70 1.45 1.02
H 3.45 1.63 2.27
H 3.25 2.45 0.71
H 4.48 -1.28 1.60
H 2.98 -2.21 1.39
H 3.10 -1.02 2.68
H 4.91 0.21 -0.66
H 3.54 0.25 -1.81
H 4.06 -1.31 -1.09
H -4.25 2.00 0.29
H -2.62 2.59 0.74
H -3.31 1.17 1.57
H -4.55 -0.48 -1.44
H -4.11 -1.01 0.21
H -3.22 -1.66 -1.20
H -4.10 1.69 -2.18
H -2.73 0.96 -3.08
H -2.52 2.53 -2.20
C 0.34 1.02 -3.50
C 1.10 0.26 -4.40
C 0.78 0.44 -5.75
C -0.07 1.48 -6.16
C -0.68 2.33 -5.23
C -0.45 2.11 -3.87
O 0.17 0.62 -2.16
H -0.58 1.19 -1.72
H 1.89 -0.41 -4.07
H 1.20 -0.23 -6.51
H -0.27 1.67 -7.21
H -1.34 3.16 -5.50
H -0.93 2.70 -3.08
C 1.35 1.08 3.66
N 0.11 0.40 4.03
C -0.37 0.62 5.38
C -0.63 -0.22 3.10
O -0.33 -0.07 1.83
N -1.70 -0.97 3.41
C -1.93 -1.52 4.73
C -2.52 -1.51 2.32
H 1.80 1.46 4.58
H 1.16 1.92 2.97
H 2.05 0.38 3.20
H -1.44 0.91 5.36
H -0.23 -0.26 6.03
H 0.21 1.43 5.81
H -2.49 -0.82 5.37
H -2.56 -2.41 4.60
H -0.99 -1.84 5.21
H -3.04 -0.70 1.81
H -1.93 -2.09 1.60
H -3.26 -2.16 2.79
```

For the HOMO energy, the calculation gives -19.427 eV. Its LUMO energy is -14.22 eV. The frontier orbital gap comes out at 0.1915 Ha. Its net charge is +4.

=====

2.
A structure of composition C22H49N2P3PbS2. Source: OMol25; level of theory: ωB97M-V/def2-TZVPD.

Geometry as XYZ:
```
79
Properties=species:S:1:pos:R:3
Pb 1.35 -4.25 -4.42
P -1.06 2.39 2.17
P -2.36 -1.06 -1.33
P 2.91 1.02 -1.07
H 1.10 -3.41 -7.38
C 1.88 -3.34 -6.61
C 2.54 -4.54 -6.18
H 2.26 -5.54 -6.59
C -1.05 2.71 0.41
C -2.72 2.55 2.83
C 0.16 3.37 3.04
C -3.09 -2.45 -2.27
C -3.28 -1.25 0.26
C -3.28 0.33 -2.11
C 4.58 0.67 -1.65
C 2.94 0.74 0.70
C 2.71 2.81 -1.27
H 2.51 -2.43 -6.68
H 3.50 -4.41 -5.68
H -1.37 3.75 0.23
H -1.71 2.04 -0.15
H -0.04 2.59 -0.01
H -2.76 3.40 3.53
H -3.02 1.63 3.36
H -3.43 2.72 2.01
H -0.21 4.41 3.08
H 1.12 3.34 2.51
H 0.32 3.00 4.07
H -4.16 -2.27 -2.46
H -2.97 -3.36 -1.67
H -2.57 -2.56 -3.23
H -4.23 -0.69 0.27
H -2.64 -0.89 1.07
H -3.49 -2.32 0.43
H -4.23 -0.02 -2.55
H -2.64 0.72 -2.92
H -3.47 1.14 -1.40
H 5.23 1.56 -1.52
H 4.54 0.39 -2.71
H 4.99 -0.17 -1.06
H 3.63 1.46 1.17
H 3.33 -0.26 0.86
H 1.95 0.82 1.14
H 3.71 3.25 -1.37
H 2.20 3.25 -0.41
H 2.14 3.07 -2.18
C 0.36 -1.11 -4.55
C 0.46 0.26 -4.93
C -0.45 0.78 -5.86
C -1.71 0.18 -6.01
C -1.91 -1.06 -5.39
C -0.80 -1.81 -5.01
S 1.74 -1.63 -3.62
H 1.95 0.21 -1.81
H 1.31 0.89 -4.58
H -0.18 1.64 -6.49
H -2.48 0.64 -6.61
H -2.93 -1.45 -5.26
H -0.79 -2.93 -5.18
C 1.52 1.11 6.35
C 0.04 0.88 6.42
N -0.61 0.78 5.10
C -0.13 0.08 4.07
S -0.57 0.37 2.38
N 0.71 -0.95 4.27
C 0.51 -1.96 5.37
C -0.92 -2.36 5.58
H 2.02 0.32 5.79
H 1.94 1.08 7.36
H 1.75 2.08 5.90
H -0.23 -0.02 6.99
H -0.43 1.72 6.92
H -1.35 1.43 4.87
H 1.11 -1.32 3.41
H 1.12 -2.82 5.07
H 0.97 -1.56 6.28
H -1.35 -2.73 4.64
H -0.98 -3.16 6.32
H -1.51 -1.52 5.95
```

For the HOMO energy, the calculation gives -16.934 eV. The value obtained for the energy above the lowest of the compared OMol25 structures with the same formula, charge and spin is 1.105 eV. Its LUMO energy is -11.70 eV. The frontier orbital gap comes out at 0.1923 Ha. Its net charge is +4.

=====

3.
A structure of composition C22H50BrN2O3P2PbSSbSi3. Source: OMol25; level of theory: ωB97M-V/def2-TZVPD.

Geometry as XYZ:
```
86
Properties=species:S:1:pos:R:3
Pb 0.97 -1.73 0.60
C 1.63 -2.55 4.43
P 1.70 -1.12 3.31
C 0.70 0.13 4.17
C 3.43 -0.55 3.53
C 3.75 0.73 2.75
P 3.27 0.65 0.96
C 2.82 2.41 0.71
C 4.91 0.55 0.15
H 2.16 -2.31 5.36
H 2.07 -3.43 3.97
H 0.58 -2.76 4.67
H 1.00 0.18 5.22
H -0.35 -0.17 4.12
H 0.82 1.11 3.71
H 4.08 -1.38 3.20
H 3.62 -0.40 4.59
H 4.82 0.95 2.81
H 3.22 1.57 3.19
H 3.66 3.07 0.93
H 1.99 2.66 1.37
H 2.49 2.59 -0.31
H 5.53 1.41 0.41
H 4.80 0.49 -0.93
H 5.41 -0.36 0.48
N -1.33 -2.71 -0.70
H -1.70 -2.44 -1.60
H -2.06 -2.52 -0.01
H -1.21 -3.72 -0.72
C -3.47 3.27 -0.54
Si -1.87 4.06 -0.99
C -0.77 4.52 0.41
C -1.95 5.25 -2.39
Sb -0.59 2.02 -2.13
Si -2.10 0.27 -3.37
C -3.42 -0.16 -2.15
C -2.70 1.21 -4.84
C -0.94 -1.10 -3.83
Si 1.74 2.09 -3.38
C 2.82 3.38 -2.63
C 2.40 0.37 -3.26
C 1.12 2.57 -5.05
H -4.05 3.95 0.09
H -3.31 2.35 0.04
H -4.06 3.04 -1.42
H -1.25 5.29 1.02
H 0.18 4.91 0.05
H -0.58 3.65 1.05
H -2.57 6.11 -2.11
H -2.40 4.80 -3.28
H -0.96 5.63 -2.65
H -3.03 -0.40 -1.16
H -3.99 -1.02 -2.51
H -4.12 0.67 -2.04
H -3.26 2.10 -4.56
H -3.38 0.57 -5.42
H -1.88 1.50 -5.50
H -0.24 -1.35 -3.03
H -0.37 -0.83 -4.72
H -1.51 -2.00 -4.08
H 3.53 2.96 -1.93
H 2.25 4.16 -2.12
H 3.39 3.86 -3.43
H 2.42 0.02 -2.22
H 3.43 0.36 -3.64
H 1.82 -0.33 -3.85
H 0.57 3.52 -5.03
H 0.48 1.81 -5.49
H 1.97 2.71 -5.72
Br -0.46 0.79 0.13
O 0.83 -4.20 1.51
C -0.24 -3.93 2.07
N -0.67 -2.65 2.15
S -2.19 -2.53 2.76
O -2.19 -1.74 3.96
O -3.08 -2.12 1.70
C -2.35 -4.25 3.09
C -3.41 -4.94 3.65
C -3.29 -6.32 3.75
C -2.14 -6.98 3.31
C -1.08 -6.27 2.77
C -1.20 -4.90 2.66
H -4.30 -4.42 3.99
H -4.10 -6.89 4.17
H -2.09 -8.05 3.39
H -0.17 -6.77 2.44
```

For the HOMO energy, the calculation gives -13.377 eV. The value obtained for the energy above the lowest of the compared OMol25 structures with the same formula, charge and spin is 0.669 eV. Its LUMO energy is -6.38 eV. The frontier orbital gap comes out at 0.2573 Ha. Its net charge is +2.